[1]
The following is a quantum chemistry calculation of a gas-phase ion, CH3N2O2 (charge +1) at a distorted geometry, from the Open Molecules 2025 dataset.

Last column: Löwdin charge in e.
Element x y z (Å)
C  1.78  1.58  0.63  -0.07
N  -1.12  -0.05  -0.21  0.19
N  0.05  -0.48  -0.35  0.08
O  1.31  2.24  1.43  0.25
O  1.01  0.38  -0.07  -0.05
H  2.77  1.47  0.19  0.18
H  -1.80  -0.72  -0.72  0.21
H  -1.34  0.94  0.10  0.20

Values from the calculation:
Frontier orbital gap (eV): 10.6
Net charge: +1
Max |F| (hartree/bohr): 0.047
SMILES string: [NH2+]=NOC=O
ΔE to the lowest compared entry with this formula, charge and spin (kJ/mol): 194.8
HOMO level (eV): -16.9
Electronic energy (eV): -8149.1141

[2]
The following is a quantum chemistry calculation of a molecular structure, CH3N2O2 at a distorted geometry, from the Open Molecules 2025 dataset.

Last column: Löwdin charge in e.
Element x y z (Å)
C  0.20  1.28  0.09  0.06
N  0.01  -0.58  -0.31  0.18
N  1.52  1.55  0.20  -0.14
O  0.99  1.79  -0.99  0.26
O  2.53  1.48  0.73  0.38
H  -0.52  1.93  0.51  0.16
H  0.71  -1.16  0.04  0.02
H  -0.96  -0.84  -0.52  0.08

Values from the calculation:
Frontier orbital gap (spin up / spin down) (eV): 7.7 / 7.7
Net charge: +1
Max |F| (hartree/bohr): 0.140
ΔE to the lowest compared entry with this formula, charge and spin (kJ/mol): 634.2
HOMO level (spin up / spin down) (eV): -15.7 / -15.7
Electronic energy (eV): -8144.5605

[3]
The following is a quantum chemistry calculation of a gas-phase ion, CH3N2O4 (charge -1) at a distorted geometry, from the Open Molecules 2025 dataset.

Last column: Löwdin charge in e.
Element x y z (Å)
C  -0.02  -0.23  0.42  -0.26
N  -1.95  0.15  -0.87  -0.03
N  -2.90  0.10  0.01  -0.55
O  -3.04  -0.81  0.85  -0.09
O  -3.72  1.09  -0.11  -0.16
O  0.25  1.10  0.43  -0.03
O  -0.87  -0.82  -0.81  -0.18
H  -0.62  -0.66  1.34  0.13
H  0.89  -0.77  0.31  0.09
H  -0.52  1.65  0.32  0.08

Values from the calculation:
Frontier orbital gap (eV): 8.1
Net charge: -1
Max |F| (hartree/bohr): 0.080
SMILES string: [O-][N+]([O-])=NOCO
ΔE to the lowest compared entry with this formula, charge and spin (kJ/mol): 323.3
HOMO level (eV): -4.1
Electronic energy (eV): -12251.4898

[4]
The following is a quantum chemistry calculation of CH3N2OP in the gas phase at a distorted geometry, from the Open Molecules 2025 dataset.

Last column: Löwdin charge in e.
Element x y z (Å)
C  1.05  -0.60  0.50  -0.17
N  -0.72  -0.45  -1.72  0.04
N  -1.18  0.50  -1.24  -0.37
O  0.79  0.63  0.47  -0.49
P  -0.61  1.47  0.19  0.88
H  0.22  -1.27  0.79  0.07
H  2.11  -0.78  0.41  0.07
H  -1.67  0.50  0.59  -0.03

Values from the calculation:
Frontier orbital gap (spin up / spin down) (eV): 7.8 / 8.0
Max |F| (hartree/bohr): 0.101
ΔE to the lowest compared entry with this formula, charge and spin (kJ/mol): 397.9
HOMO level (spin up / spin down) (eV): -7.5 / -7.4
Electronic energy (eV): -15398.1250

Q: Which value of max |F| does entry 4 give?
A: 0.101 hartree/bohr

Q: Among the records above, which one has the lowest max |F|?
A: number 1

Please write out number 1 again, unchanged.
The following is a quantum chemistry calculation of a gas-phase ion, CH3N2O2 (charge +1) at a distorted geometry, from the Open Molecules 2025 dataset.

Last column: Löwdin charge in e.
Element x y z (Å)
C  1.78  1.58  0.63  -0.07
N  -1.12  -0.05  -0.21  0.19
N  0.05  -0.48  -0.35  0.08
O  1.31  2.24  1.43  0.25
O  1.01  0.38  -0.07  -0.05
H  2.77  1.47  0.19  0.18
H  -1.80  -0.72  -0.72  0.21
H  -1.34  0.94  0.10  0.20

Values from the calculation:
Frontier orbital gap (eV): 10.6
Net charge: +1
Max |F| (hartree/bohr): 0.047
SMILES string: [NH2+]=NOC=O
ΔE to the lowest compared entry with this formula, charge and spin (kJ/mol): 194.8
HOMO level (eV): -16.9
Electronic energy (eV): -8149.1141